Record 1
A molecular structure, C34H40N6O2PS4Se2Sn. Source: the OMol25 dataset; level of theory: wB97M-V/def2-TZVPD.

The net charge is +1. The value obtained for the HOMO-LUMO gap is 0.29000 Ha.

Last column: Löwdin charge in e.
Element x y z (Å)
Sn  0.679  0.144  -0.283  0.976
Se  -0.400  -0.101  2.896  0.339
P  0.171  1.971  3.053  0.184
Se  1.244  2.732  1.330  0.301
C  -1.324  2.966  3.345  -0.415
C  -1.505  4.200  2.733  -0.129
C  -2.624  4.960  3.044  -0.081
C  -3.554  4.491  3.959  -0.074
C  -3.374  3.254  4.565  -0.069
C  -2.261  2.488  4.259  -0.102
C  1.171  2.282  4.541  -0.400
C  1.490  3.610  4.824  -0.097
C  2.245  3.910  5.944  -0.070
C  2.688  2.891  6.779  -0.076
C  2.360  1.573  6.500  -0.076
C  1.602  1.265  5.379  -0.106
H  -0.773  4.556  2.018  0.061
H  -2.769  5.923  2.569  0.108
H  -4.422  5.089  4.203  0.107
H  -4.096  2.884  5.281  0.108
H  -2.118  1.516  4.713  0.082
H  1.150  4.397  4.162  0.101
H  2.489  4.940  6.171  0.108
H  3.288  3.126  7.647  0.107
H  2.689  0.781  7.160  0.106
H  1.335  0.239  5.161  0.061
N  -1.925  -0.951  -2.966  0.114
C  -0.732  -0.610  -3.509  -0.689
N  0.235  -0.046  -2.841  -0.015
C  1.315  0.236  -3.654  -0.339
C  1.179  -0.159  -4.942  -0.342
S  -0.361  -0.894  -5.185  1.074
C  2.471  0.907  -3.077  -0.339
C  3.542  1.357  -3.769  -0.343
S  4.713  2.033  -2.702  1.081
C  3.671  1.662  -1.356  -0.711
N  2.535  1.098  -1.704  -0.067
N  4.061  1.911  -0.098  0.085
H  -2.181  -0.393  -2.156  0.066
H  -2.669  -1.174  -3.604  0.102
H  1.871  -0.067  -5.762  0.078
H  3.703  1.336  -4.833  0.079
H  4.888  2.454  0.071  0.107
H  3.367  1.858  0.641  -0.049
C  -0.813  -8.780  -1.421  -0.040
C  -0.941  -7.313  -1.128  -0.260
C  -1.692  -6.476  -1.947  -0.028
C  -1.868  -5.138  -1.624  -0.074
C  -1.283  -4.626  -0.477  -0.379
C  -0.482  -5.431  0.321  -0.079
C  -0.319  -6.764  -0.004  -0.028
S  -1.583  -2.899  -0.076  0.937
C  -2.245  -3.119  1.596  -0.217
O  -0.219  -2.284  0.109  -0.708
H  -1.192  -9.022  -2.412  0.079
H  -1.391  -9.352  -0.692  0.091
H  0.223  -9.109  -1.350  0.084
H  -2.143  -6.878  -2.845  0.118
H  -2.465  -4.497  -2.262  0.107
H  0.017  -5.016  1.190  0.083
H  0.291  -7.398  0.629  0.119
H  -1.743  -3.924  2.126  0.051
H  -3.310  -3.332  1.504  0.064
H  -2.094  -2.176  2.121  -0.014
C  3.439  -4.391  0.034  -0.008
N  2.728  -3.795  1.148  -0.102
C  2.234  -4.488  2.237  -0.062
C  1.616  -3.592  3.036  -0.055
N  1.749  -2.366  2.429  0.055
C  2.416  -2.489  1.275  -0.726
S  2.853  -1.233  0.203  0.623
H  4.205  -5.066  0.411  0.101
H  3.904  -3.604  -0.551  0.062
H  2.749  -4.954  -0.595  0.098
H  2.377  -5.548  2.346  0.132
H  1.099  -3.715  3.971  0.129
H  1.306  -1.494  2.738  -0.038
C  -3.477  3.337  -1.819  -0.149
C  -3.668  3.069  -0.324  -0.146
C  -2.467  2.186  -0.024  -0.208
O  -2.261  1.395  -1.210  -0.241
C  -2.950  1.995  -2.317  -0.203
H  -2.730  4.119  -1.966  0.119
H  -4.394  3.627  -2.328  0.116
H  -4.598  2.524  -0.149  0.120
H  -3.672  3.976  0.278  0.107
H  -2.617  1.509  0.819  0.114
H  -1.574  2.790  0.160  0.076
H  -3.779  1.339  -2.607  0.118
H  -2.267  2.088  -3.163  0.120

---

Record 2
C25H23FN4O2S in the gas phase. Source: the OMol25 dataset; level of theory: wB97M-V/def2-TZVPD.

As for the SMILES: O=C1c2cccc3cccc(c23)C(=O)N1CCN1CCN(C(=S)Nc2ccc(F)cc2)CC1. The value obtained for the HOMO-LUMO gap is 0.26518 Ha.

Last column: Löwdin charge in e.
Element x y z (Å)
O  0.009  -0.269  2.156  0.081
C  -1.051  0.003  1.621  -0.349
N  -2.043  -0.946  1.464  0.072
C  -3.245  -0.764  0.795  -0.353
O  -4.051  -1.670  0.724  0.093
C  -3.474  0.559  0.198  -0.068
C  -4.615  0.795  -0.541  0.018
C  -4.843  2.053  -1.107  -0.052
C  -3.945  3.071  -0.924  -0.008
C  -2.770  2.871  -0.169  -0.162
C  -1.824  3.891  0.057  -0.009
C  -0.703  3.654  0.809  -0.061
C  -0.464  2.384  1.342  -0.028
C  -1.355  1.353  1.122  -0.091
C  -2.532  1.589  0.386  -0.092
H  0.415  2.185  1.938  0.113
H  0.008  4.448  0.987  0.108
H  -2.000  4.867  -0.373  0.117
H  -4.123  4.044  -1.358  0.116
H  -5.737  2.215  -1.690  0.107
H  -5.323  -0.009  -0.674  0.123
C  -1.772  -2.296  1.938  -0.093
H  -2.652  -2.662  2.472  0.130
H  -0.917  -2.231  2.612  0.118
C  -1.464  -3.212  0.745  -0.153
N  -0.435  -2.606  -0.068  -0.172
C  0.927  -2.953  0.256  -0.147
C  1.823  -1.768  -0.146  -0.120
N  1.256  -1.115  -1.314  -0.115
C  0.922  0.192  -1.300  -0.789
S  -0.369  0.817  -2.132  0.725
N  1.685  1.056  -0.567  0.060
C  3.040  0.989  -0.257  -0.250
C  3.934  0.228  -1.010  -0.027
C  5.276  0.201  -0.685  0.001
C  5.724  0.947  0.390  -0.282
C  4.864  1.735  1.134  -0.004
C  3.524  1.756  0.804  -0.008
H  2.841  2.369  1.372  0.108
H  5.247  2.318  1.956  0.119
F  7.035  0.917  0.712  0.052
H  5.977  -0.381  -1.262  0.120
H  3.578  -0.320  -1.868  0.119
H  1.223  1.935  -0.371  0.101
C  0.558  -2.021  -2.196  -0.170
C  -0.673  -2.618  -1.495  -0.161
H  -1.553  -2.000  -1.696  0.106
H  -0.860  -3.633  -1.889  0.125
H  1.264  -2.810  -2.473  0.125
H  0.259  -1.481  -3.094  0.085
H  2.844  -2.111  -0.354  0.121
H  1.849  -1.054  0.677  0.111
H  1.015  -3.106  1.331  0.126
H  1.249  -3.881  -0.251  0.124
H  -1.180  -4.208  1.115  0.127
H  -2.372  -3.317  0.150  0.115

---

Record 3
A molecular structure, C37H53Cl8F3O5. Source: the OMol25 dataset; level of theory: wB97M-V/def2-TZVPD.

The value obtained for the HOMO-LUMO gap is 0.29166 Ha.

Last column: Löwdin charge in e.
Element x y z (Å)
F  -1.567  -2.535  0.334  -0.003
C  -2.001  -3.650  0.950  -0.294
C  -1.588  -4.895  0.533  -0.018
C  -2.070  -6.009  1.206  -0.079
C  -2.932  -5.875  2.290  -0.089
C  -3.377  -4.613  2.659  -0.078
C  -2.904  -3.491  1.986  -0.019
H  -0.835  -4.974  -0.240  0.104
H  -1.798  -7.018  0.925  0.106
H  -3.217  -6.774  2.820  0.102
H  -4.084  -4.479  3.466  0.103
H  -3.216  -2.513  2.327  0.093
F  -1.841  -4.986  8.318  0.066
C  -1.480  -4.033  7.448  -0.287
C  -2.449  -3.442  6.655  -0.023
C  -2.086  -2.568  5.656  -0.092
C  -0.759  -2.210  5.476  -0.092
C  0.189  -2.735  6.349  -0.105
C  -0.153  -3.653  7.330  -0.017
H  -3.464  -3.791  6.809  0.119
H  -2.856  -2.171  5.008  0.099
H  -0.425  -1.519  4.714  0.096
H  1.234  -2.460  6.287  0.103
H  0.601  -4.041  8.001  0.117
F  -0.315  -3.670  -6.559  0.064
C  -0.530  -3.258  -5.302  -0.314
C  0.113  -3.939  -4.289  -0.030
C  -0.092  -3.558  -2.961  -0.076
C  -0.974  -2.518  -2.685  -0.093
C  -1.656  -1.888  -3.703  -0.090
C  -1.437  -2.247  -5.023  -0.019
H  0.757  -4.790  -4.464  0.117
H  0.411  -4.060  -2.146  0.096
H  -1.091  -2.212  -1.651  0.076
H  -2.359  -1.104  -3.457  0.078
H  -1.942  -1.806  -5.874  0.120
C  2.429  -3.597  2.670  -1.005
Cl  1.399  -4.761  3.516  0.538
Cl  1.569  -2.648  1.457  0.592
H  2.792  -2.910  3.427  0.020
H  3.280  -4.077  2.199  0.031
C  -4.593  0.544  0.247  -0.953
Cl  -3.015  0.362  1.058  0.553
Cl  -4.570  0.000  -1.458  0.503
H  -5.343  -0.042  0.761  0.025
H  -4.882  1.588  0.236  0.023
C  -0.784  4.343  2.186  -1.021
Cl  -0.785  4.931  3.854  0.514
Cl  -2.284  3.479  1.793  0.524
H  -0.708  5.173  1.493  0.016
H  0.090  3.706  2.129  0.005
C  3.584  -1.332  -3.655  -0.967
Cl  3.887  0.086  -2.644  0.564
Cl  2.239  -0.947  -4.765  0.510
H  4.434  -1.614  -4.261  0.028
H  3.259  -2.131  -3.000  0.020
C  1.522  3.176  -2.318  -0.017
C  2.276  3.451  -1.052  -0.473
O  3.034  2.617  -0.593  0.026
C  1.997  4.720  -0.313  -0.015
H  1.674  3.996  -3.023  0.105
H  0.453  3.107  -2.102  0.057
H  1.843  2.235  -2.760  0.056
H  2.738  4.895  0.463  0.086
H  0.996  4.651  0.122  0.051
H  2.003  5.570  -0.998  0.087
C  4.312  0.073  1.603  -0.022
C  5.328  0.834  2.399  -0.489
O  6.159  0.229  3.049  0.055
C  5.330  2.346  2.387  -0.015
H  3.347  0.574  1.568  0.053
H  4.271  -0.948  1.969  0.068
H  4.629  0.052  0.555  0.083
H  5.750  2.661  1.429  0.091
H  5.872  2.749  3.236  0.080
H  4.310  2.737  2.416  0.074
C  0.251  0.423  1.733  -0.055
C  0.294  0.913  0.292  -0.476
O  -0.146  1.978  -0.051  0.027
C  1.022  0.030  -0.706  -0.038
H  1.268  0.161  2.013  0.042
H  -0.457  -0.366  1.967  0.042
H  -0.009  1.307  2.325  0.072
H  0.707  -1.013  -0.773  0.049
H  2.071  -0.012  -0.415  0.042
H  0.886  0.496  -1.681  0.054
C  -0.020  2.938  -5.388  0.007
C  -0.938  2.939  -4.202  -0.385
O  -1.232  3.959  -3.620  -0.115
C  -1.421  1.579  -3.707  0.013
H  -0.568  2.538  -6.245  0.098
H  0.860  2.309  -5.218  0.083
H  0.393  3.917  -5.621  0.089
H  -0.894  1.276  -2.798  0.087
H  -1.110  0.868  -4.473  0.075
H  -2.475  1.609  -3.445  0.085
C  -1.947  4.052  -1.898  -0.091
C  -1.191  5.343  -2.052  -0.453
O  -0.411  5.685  -1.191  0.044
C  -1.479  6.220  -3.234  -0.012
H  -1.496  3.529  -1.055  0.053
H  -1.994  3.392  -2.762  -0.005
H  -2.982  4.249  -1.601  0.102
H  -1.303  7.269  -3.007  0.086
H  -2.499  6.067  -3.590  0.093
H  -0.830  5.950  -4.071  0.083

---

Record 4
A molecular structure, C51H55AsN10Sc. Source: the OMol25 dataset; level of theory: wB97M-V/def2-TZVPD.

The net charge is +1. The value obtained for the HOMO-LUMO gap is 0.27242 Ha.

Last column: Löwdin charge in e.
Element x y z (Å)
Sc  0.537  -1.389  -0.416  1.047
C  5.953  -5.921  -2.785  -0.048
C  5.053  -4.771  -2.430  -0.277
C  5.231  -3.500  -2.971  -0.032
C  4.395  -2.455  -2.645  -0.009
C  3.334  -2.578  -1.722  -0.221
N  2.492  -1.522  -1.422  -0.048
C  3.031  -0.258  -1.691  -0.283
C  4.248  0.164  -1.131  -0.037
C  4.755  1.427  -1.344  -0.036
C  4.059  2.359  -2.119  -0.267
C  4.575  3.756  -2.333  -0.041
C  2.860  1.958  -2.679  0.007
C  2.362  0.670  -2.485  -0.134
N  1.173  0.301  -3.171  -0.068
C  0.790  0.732  -4.392  -0.039
C  -0.393  0.114  -4.698  -0.019
C  -0.674  -0.684  -3.585  -0.096
N  0.279  -0.580  -2.664  0.030
C  3.157  -3.869  -1.212  -0.119
C  3.981  -4.932  -1.574  0.011
N  2.047  -4.179  -0.354  -0.057
C  1.976  -5.290  0.406  -0.044
C  0.656  -5.613  0.588  -0.029
C  -0.037  -4.608  -0.085  -0.159
N  0.791  -3.732  -0.651  0.010
H  6.496  -5.720  -3.707  0.077
H  5.385  -6.841  -2.927  0.080
H  6.691  -6.106  -2.003  0.083
H  6.023  -3.331  -3.690  0.117
H  4.550  -1.501  -3.127  0.115
H  4.787  -0.543  -0.512  0.129
H  5.703  1.704  -0.900  0.115
H  5.578  3.873  -1.924  0.078
H  3.929  4.494  -1.854  0.081
H  4.618  4.003  -3.394  0.085
H  2.292  2.658  -3.278  0.118
H  1.404  1.409  -4.958  0.130
H  -0.970  0.214  -5.599  0.105
H  -1.517  -1.334  -3.429  0.104
H  3.755  -5.924  -1.206  0.114
H  2.872  -5.792  0.726  0.134
H  0.254  -6.439  1.145  0.112
H  -1.103  -4.461  -0.151  0.109
N  -0.683  -1.511  3.986  0.103
C  -1.106  -2.800  3.808  -0.069
C  -0.718  -3.136  2.552  -0.125
N  -0.057  -2.078  1.951  0.025
C  -0.069  -1.119  2.861  -0.227
H  -0.865  -0.921  4.782  0.165
H  -1.640  -3.345  4.564  0.122
H  -0.878  -4.073  2.061  0.080
H  0.337  -0.132  2.739  0.097
C  -4.477  1.137  6.268  -0.045
C  -3.753  1.105  4.951  -0.269
C  -2.924  2.142  4.555  -0.019
C  -2.264  2.132  3.327  -0.296
C  -1.410  3.333  2.999  -0.077
C  -2.437  1.045  2.450  -0.310
As  -1.298  1.232  0.848  1.333
N  -1.249  -0.291  -0.203  -0.352
C  -2.307  -0.856  -0.922  -0.427
C  -3.467  -0.186  -1.324  -0.041
C  -4.485  -0.858  -1.982  -0.064
C  -4.390  -2.213  -2.278  -0.090
C  -3.229  -2.887  -1.930  -0.082
C  -2.214  -2.209  -1.273  -0.120
C  -2.275  2.621  -0.174  -0.284
C  -3.632  2.956  -0.060  -0.276
C  -4.657  2.197  0.746  -0.042
C  -4.121  4.062  -0.759  -0.010
C  -3.327  4.837  -1.584  -0.259
C  -3.885  6.012  -2.336  -0.043
C  -1.989  4.483  -1.700  -0.013
C  -1.457  3.409  -1.005  -0.280
C  0.016  3.146  -1.160  -0.088
C  -3.264  -0.018  2.843  -0.292
C  -3.557  -1.214  1.982  -0.039
C  -3.903  0.037  4.078  -0.023
H  -4.211  2.022  6.843  0.076
H  -4.244  0.259  6.870  0.081
H  -5.557  1.148  6.117  0.086
H  -2.786  2.993  5.212  0.115
H  -1.343  3.990  3.864  0.078
H  -1.821  3.914  2.170  0.078
H  -0.393  3.048  2.714  0.051
H  -3.563  0.872  -1.139  0.078
H  -5.372  -0.309  -2.272  0.110
H  -5.197  -2.729  -2.779  0.102
H  -3.104  -3.933  -2.182  0.110
H  -1.304  -2.765  -1.062  0.040
H  -4.434  1.140  0.844  0.041
H  -5.633  2.295  0.273  0.088
H  -4.737  2.606  1.756  0.095
H  -5.174  4.303  -0.664  0.119
H  -4.949  6.134  -2.144  0.076
H  -3.747  5.889  -3.411  0.084
H  -3.382  6.936  -2.046  0.085
H  -1.339  5.068  -2.342  0.119
H  0.436  3.793  -1.928  0.076
H  0.219  2.112  -1.445  0.046
H  0.546  3.348  -0.225  0.064
H  -2.691  -1.531  1.413  0.043
H  -4.357  -0.996  1.269  0.086
H  -3.887  -2.048  2.601  0.083
H  -4.548  -0.790  4.359  0.123
C  4.121  2.440  2.061  0.005
N  3.436  1.178  1.840  -0.103
C  3.800  -0.053  2.334  -0.035
C  2.895  -0.940  1.843  -0.123
N  1.990  -0.273  1.050  -0.045
C  2.357  0.992  1.065  -0.169
H  4.000  2.765  3.093  0.097
H  3.696  3.185  1.393  0.095
H  5.178  2.327  1.832  0.095
H  4.647  -0.180  2.983  0.129
H  2.832  -2.003  2.004  0.113
H  1.878  1.792  0.527  0.112

---

Number 1: strongest force on any atom 0.6 eV/A. Number 2: strongest force on any atom 0.7 eV/A. Number 3: strongest force on any atom 13.4 eV/A. Number 4: strongest force on any atom 0.7 eV/A.